No. 1
ORCA calculation (ωB97M-V/def2-TZVPD) on 8 unconnected molecules or ions with the total composition C14H36B5F20N3O3.

Calculated values
E_HOMO = -7.01 eV
2S+1 = 1
Net charge = -2
Frontier orbital gap = 10.62 eV
LUMO energy = 3.60 eV

Atoms and positions in Å:
C1 -0.5829 4.8567 2.7297
C2 -1.4090 3.6405 2.9338
N1 -1.3452 2.6603 1.8073
C3 -1.9274 3.2231 0.6215
C4 0.0539 2.2770 1.4869
C5 1.0012 1.8850 2.5792
C6 -2.1342 1.4530 2.2482
C7 -3.6183 1.7111 2.5621
O1 -4.4240 1.7302 1.4515
C8 -5.7908 2.0451 1.7375
H1 0.5022 4.6339 2.4484
H2 -0.5338 5.4788 3.6036
H3 -1.0374 5.4863 2.0449
H4 -2.4506 3.9193 3.0828
H5 -1.1146 3.1481 3.8508
H6 -2.7898 3.8686 0.8297
H7 -2.1165 2.4736 -0.1627
H8 -1.2027 3.8255 0.1295
H9 0.4682 3.1462 0.9777
H10 -0.0176 1.4965 0.7042
H11 1.1518 2.6702 3.3215
H12 1.9297 1.5901 2.0886
H13 0.6140 1.0411 3.1324
H14 -1.5688 1.0799 3.1084
H15 -2.0985 0.7673 1.4540
H16 -3.8051 2.6596 3.1019
H17 -3.8653 0.9653 3.3078
H18 -6.2403 1.4017 2.4829
H19 -6.4092 1.9549 0.8134
H20 -5.8008 3.0597 2.2482
C9 0.8064 -4.2623 -4.5783
C10 0.5477 -2.8516 -4.1454
O2 1.3243 -2.0057 -4.3015
N2 -0.8813 -2.6610 -3.5866
H21 -1.4912 -2.9517 -4.3855
H22 -1.0560 -3.3331 -2.8343
C11 -1.1039 -1.2669 -3.1176
H23 0.2393 -4.2873 -5.4847
H24 0.3200 -4.8201 -3.7702
H25 1.8643 -4.4596 -4.6828
H26 -0.4782 -0.5299 -3.6823
H27 -0.7953 -1.2000 -2.0328
H28 -2.1135 -1.0724 -3.3097
C12 2.7774 -3.2123 1.4210
C13 2.8541 -1.9311 0.6234
O3 2.5360 -0.8362 0.9501
N3 3.4520 -2.2031 -0.7222
H29 4.4439 -2.6011 -0.6808
H30 2.8728 -2.9807 -1.2177
C14 3.6023 -0.9286 -1.5292
H31 2.4114 -2.8076 2.4064
H32 3.7954 -3.5728 1.4112
H33 2.0540 -3.9434 1.0811
H34 3.8937 -1.2228 -2.5037
H35 4.3904 -0.3325 -1.0616
H36 2.6303 -0.3836 -1.5410
B1 -0.0184 -4.6503 -1.0012
F1 0.2917 -4.8988 0.3615
F2 1.0801 -3.8835 -1.4895
F3 -0.1123 -5.9440 -1.6410
F4 -1.2150 -3.8918 -1.1090
B2 -2.0354 1.4326 6.0198
F5 -1.6727 0.8671 7.2688
F6 -2.8797 2.5251 6.2000
F7 -0.8579 1.7559 5.3613
F8 -2.6330 0.4494 5.2672
B3 6.4305 -3.6686 -0.7240
F9 5.8836 -2.3035 -0.7147
F10 6.4971 -4.1581 -2.0222
F11 7.6216 -3.7683 -0.0584
F12 5.3955 -4.4907 -0.0080
B4 -2.3751 -2.2640 -6.4089
F13 -2.6796 -1.1126 -5.6088
F14 -3.2209 -2.4468 -7.4344
F15 -1.0467 -2.1806 -6.7954
F16 -2.6448 -3.3362 -5.3879
B5 1.5751 5.6985 -0.3419
F17 1.3990 7.0056 -0.8697
F18 2.5819 4.9132 -0.9597
F19 1.9789 5.8347 0.9858
F20 0.3218 5.0244 -0.3408


No. 2
ORCA calculation (ωB97M-V/def2-TZVPD) on 2 unconnected molecules or ions with the total composition C5H17N2O.

Calculated values
E_HOMO = -13.84 eV
2S+1 = 1
Net charge = +1
Frontier orbital gap = 10.98 eV
LUMO energy = -2.87 eV

Atoms and positions in Å:
N1 -1.1429 -0.1546 -0.6927
C1 0.1663 -0.2850 0.0817
C2 1.1281 0.7496 -0.5122
C3 0.6980 2.1839 -0.4253
C4 2.5590 0.5404 0.0198
C5 -0.1383 0.0061 1.5767
N2 -1.5557 0.2657 1.8280
H1 -1.7625 0.5100 -0.2134
H2 -1.5726 -1.0871 -0.7972
H3 -0.9334 0.1622 -1.6269
H4 0.5474 -1.2626 -0.2056
H5 1.2175 0.5026 -1.5710
H6 -0.3125 2.5530 -0.6246
H7 1.3030 2.8361 -1.0546
H8 0.9250 2.6391 0.5469
H9 2.5828 0.0426 0.9993
H10 3.0585 1.4776 0.2442
H11 3.1439 -0.0548 -0.6740
H12 0.4125 0.8791 1.8513
H13 0.2341 -0.8284 2.1714
H14 -1.9634 -0.5402 2.2655
H15 -1.7616 1.0313 2.4545
H16 -1.4713 -2.8946 -2.5255
H17 -1.0478 -3.6269 -1.2525
O1 -1.1509 -2.7444 -1.6300


No. 3
ORCA calculation (ωB97M-V/def2-TZVPD) on a molecular structure, C5H11AlIO3.

Calculated values
E_HOMO = -4.92 eV
2S+1 = 1
Net charge = -1
Frontier orbital gap = 7.74 eV
LUMO energy = 2.82 eV

Atoms and positions in Å:
C1 1.7575 -0.9857 0.5035
C2 2.2964 0.2539 -0.1877
I1 2.7144 1.7281 1.3473
C3 1.4152 0.8412 -1.2961
Al1 -0.5862 0.5888 -1.3066
O1 -1.4382 1.6261 -0.1340
C4 -1.8866 0.7898 0.8971
C5 -2.1627 -0.6071 0.3468
O2 -2.1417 -1.5052 1.4472
O3 -1.2321 -0.9402 -0.6110
H1 2.5268 -1.4627 1.1155
H2 0.8998 -0.7629 1.1369
H3 1.4138 -1.6878 -0.2598
H4 3.2987 0.0343 -0.5597
H5 1.5349 1.9294 -1.3075
H6 1.8401 0.5062 -2.2510
H7 -1.1070 0.7692 -2.8419
H8 -1.1377 0.6985 1.6968
H9 -2.8172 1.1747 1.3346
H10 -3.1642 -0.6246 -0.1188
H11 -2.0241 -2.3641 1.0482


No. 4
ORCA calculation (ωB97M-V/def2-TZVPD) on C6H7NO in the gas phase.

Calculated values
E_HOMO = -8.58 eV
2S+1 = 1
Frontier orbital gap = 9.56 eV
LUMO energy = 0.98 eV

Atoms and positions in Å:
C1 2.0708 -1.8578 1.8050
C2 1.1238 -0.6162 0.4073
C3 0.5973 -0.3608 1.6490
C4 -0.2708 0.9364 1.1088
C5 0.4074 0.4865 -0.2699
C6 -0.5914 -0.2193 -1.2148
N1 1.9588 -1.6471 0.4851
O1 1.2625 -1.0728 2.5786
H1 2.7653 -2.6035 2.2487
H2 -1.3554 0.6913 1.3305
H3 0.0399 1.9105 1.4907
H4 0.9057 1.4158 -0.7824
H5 -1.2857 0.4417 -1.8598
H6 -1.3890 -0.7158 -0.6057
H7 -0.0448 -0.8260 -1.8800


No. 5
ORCA calculation (ωB97M-V/def2-TZVPD) on 2 unconnected molecules or ions with the total composition C6H14OSi.

Calculated values
E_HOMO = -9.33 eV
2S+1 = 1
Frontier orbital gap = 10.08 eV
LUMO energy = 0.76 eV

Atoms and positions in Å:
C1 -2.9081 -2.4257 -3.5277
C2 -2.7893 -2.3352 -2.3793
C3 -0.4626 2.5726 0.7304
C4 1.7451 -1.3359 2.0058
C5 0.9359 2.1985 0.0962
C6 0.5847 -0.5093 1.3756
O1 -0.3164 -0.1046 -1.3210
Si1 0.8965 0.2293 -0.3339
H1 -3.1252 -2.5513 -4.5242
H2 2.1019 -0.0488 -1.0137
H3 -2.5852 -2.2920 -1.3271
H4 -0.4228 3.6867 0.8379
H5 -1.3318 2.2734 0.0335
H6 -0.6198 2.0056 1.6176
H7 2.7582 -0.8065 2.2709
H8 1.3329 -1.9151 2.7843
H9 1.9472 -2.1027 1.2702
H10 1.8336 2.6112 0.6764
H11 0.8455 2.5716 -0.8716
H12 0.2676 0.3199 1.9456
H13 -0.2814 -1.0764 1.2673
H14 -0.4066 -0.9652 -1.6130


No. 6
ORCA calculation (ωB97M-V/def2-TZVPD) on 3 unconnected molecules or ions with the total composition C8H19NO.

Calculated values
E_HOMO (alpha / beta) = -6.06 / -5.82 eV
2S+1 = 1
Frontier orbital gap (alpha / beta) = 6.86 / 6.62 eV
LUMO energy (alpha / beta) = 0.80 / 0.80 eV

Atoms and positions in Å:
C1 -0.2591 -0.3308 -0.1085
C2 2.0398 -0.8116 0.1434
C3 -0.0498 0.6362 0.8749
C4 -2.2708 1.0294 1.0687
C5 -0.5561 0.0421 -1.5354
C6 -0.7882 -1.6889 0.2907
C7 2.4927 -1.4580 -1.1348
C8 0.4851 2.0217 0.6477
N1 -2.8134 1.9530 0.1442
O1 2.1420 -1.6342 1.2854
H1 2.0516 -2.5627 1.0348
H2 2.5951 0.0985 0.3636
H3 0.1647 0.2454 1.8668
H4 -2.2606 2.7957 0.0432
H5 -2.9895 1.5572 -0.7714
H6 -2.1810 1.4445 2.0693
H7 -2.8301 0.0986 1.1057
H8 -1.4346 -0.4635 -1.9516
H9 -0.7210 1.1016 -1.7266
H10 0.2475 -0.2435 -2.2187
H11 -0.6180 -1.8955 1.3483
H12 -0.3181 -2.4703 -0.3155
H13 -1.8619 -1.7739 0.0979
H14 3.4915 -1.9197 -1.0489
H15 2.5403 -0.7178 -1.9376
H16 1.8066 -2.2528 -1.4560
H17 0.1624 2.4783 -0.2882
H18 0.1552 2.6809 1.4576
H19 1.5776 2.0397 0.6508


No. 7
ORCA calculation (ωB97M-V/def2-TZVPD) on C5H8N2 in the gas phase.

Calculated values
E_HOMO (alpha / beta) = -7.96 / -7.96 eV
2S+1 = 1
Frontier orbital gap (alpha / beta) = 8.02 / 8.02 eV
LUMO energy (alpha / beta) = 0.06 / 0.06 eV

Atoms and positions in Å:
C1 -0.2621 -1.0923 2.1309
N1 -0.1662 -0.6094 0.7515
C2 -0.1680 -1.4562 -0.3694
C3 -0.1196 -0.7311 -1.5306
C4 -0.2009 0.6540 -0.9694
C5 0.6822 1.7630 -1.5197
N2 -0.1541 0.6217 0.5029
H1 0.3728 -1.9845 2.2113
H2 -1.3209 -1.3696 2.2989
H3 0.0497 -0.2768 2.8022
H4 -0.1447 -2.5191 -0.1578
H5 -1.2604 0.9049 -1.1817
H6 0.4849 1.8680 -2.5885
H7 1.7415 1.5256 -1.3800
H8 0.4658 2.7018 -1.0006


No. 8
ORCA calculation (ωB97M-V/def2-TZVPD) on 5 unconnected molecules or ions with the total composition C23H18F37O11PS.

Calculated values
E_HOMO = -9.89 eV
2S+1 = 1
Frontier orbital gap = 9.15 eV
LUMO energy = -0.74 eV

Atoms and positions in Å:
O1 2.2861 -1.9520 4.2775
C1 1.8725 -3.0344 3.8481
O2 1.0029 -3.8354 4.6310
P1 0.7007 -3.1221 6.1844
O3 2.0924 -3.0916 7.1662
O4 -0.0467 -1.5956 6.0639
O5 2.2453 -3.6203 2.5896
S1 2.7163 -2.4512 1.4835
O6 3.9889 -1.7381 1.8654
O7 1.6277 -1.4901 1.1074
C2 3.1751 -3.4265 -0.0711
F1 3.8741 -2.5438 -0.9292
F2 4.0466 -4.4632 0.3333
C3 1.9053 -3.9401 -0.8910
F3 0.9709 -4.5297 -0.0391
F4 1.3741 -2.9335 -1.7042
F5 2.3660 -4.9411 -1.7853
H1 2.5986 -2.2519 7.0926
H2 0.6308 -0.8760 6.0402
C4 -0.1444 0.3258 -3.3691
C5 -0.2555 -0.4808 -4.6819
C6 1.0564 -0.7655 -5.4170
F6 1.6982 0.3534 -5.7957
F7 0.8134 -1.4677 -6.5536
F8 -1.1493 0.1324 -5.4981
F9 -0.8119 -1.6853 -4.3572
O8 -0.3948 1.7381 -3.4509
C7 0.6705 2.5745 -3.8423
C8 0.4123 3.2711 -5.1841
F10 0.1841 2.3848 -6.1746
F11 1.4876 4.0080 -5.5598
F12 1.8215 1.8786 -3.8225
F13 0.7864 3.5119 -2.8724
H3 -0.9409 -0.0456 -2.7187
H4 0.7779 0.1071 -2.8238
H5 1.7326 -1.3616 -4.7968
H6 -0.4538 3.9314 -5.1188
C9 -0.4170 8.0685 -4.2890
C10 -0.4880 7.3049 -5.6306
C11 0.8403 7.1072 -6.3654
F14 1.4309 8.2675 -6.7002
F15 0.6361 6.4349 -7.5268
F16 -1.4045 7.9024 -6.4267
F17 -0.9895 6.0619 -5.3500
O9 -0.7319 9.4689 -4.3065
C12 0.2956 10.3705 -4.6548
C13 0.0092 11.1167 -5.9643
F18 -0.1762 10.2683 -6.9962
F19 1.0503 11.9160 -6.2971
F20 1.4775 9.7280 -4.6618
F21 0.3659 11.2647 -3.6427
H7 -1.1981 7.6350 -3.6582
H8 0.5135 7.8706 -3.7499
H9 1.5401 6.5218 -5.7617
H10 -0.8874 11.7340 -5.8710
C14 3.2915 -7.8385 10.5354
C15 1.9415 -7.5665 9.8344
C16 1.9630 -6.5451 8.6948
F22 2.3548 -5.3243 9.0957
F23 0.7166 -6.3943 8.1777
F24 1.0220 -7.2342 10.7707
F25 1.5256 -8.7569 9.3080
O10 3.5525 -7.1420 11.7636
C17 4.0767 -5.8354 11.6805
C18 3.1123 -4.7749 12.2271
F26 1.9263 -4.7954 11.5858
F27 3.6246 -3.5315 12.0625
F28 4.4737 -5.5867 10.4191
F29 5.2029 -5.8369 12.4299
H11 3.2648 -8.8900 10.8341
H12 4.1365 -7.7699 9.8450
H13 2.6210 -6.8729 7.8841
H14 2.9223 -4.9348 13.2910
C19 -4.8420 0.9481 -3.2448
C20 -4.0166 -0.2228 -2.6659
C21 -3.8301 -1.4323 -3.5852
F30 -4.9930 -2.0120 -3.9296
F31 -3.0997 -2.3884 -2.9559
F32 -4.5472 -0.5880 -1.4756
F33 -2.7715 0.2760 -2.3839
O11 -6.2294 1.0224 -2.8840
C22 -7.1465 0.2563 -3.6335
C23 -7.8229 -0.8393 -2.7995
F34 -6.9230 -1.6787 -2.2475
F35 -8.6391 -1.5941 -3.5726
F36 -6.5424 -0.2190 -4.7375
F37 -8.0877 1.1237 -4.0704
H15 -4.4127 1.8566 -2.8133
H16 -4.6983 1.0611 -4.3229
H17 -3.2961 -1.1534 -4.4985
H18 -8.4149 -0.4023 -1.9919


Number 1: largest force on an atom 3.06 eV Å⁻¹. Number 2: largest force on an atom 2.31 eV Å⁻¹. Number 3: largest force on an atom 0.48 eV Å⁻¹. Number 4: largest force on an atom 4.15 eV Å⁻¹. Number 5: largest force on an atom 5.11 eV Å⁻¹. Number 6: largest force on an atom 3.25 eV Å⁻¹. Number 7: largest force on an atom 0.64 eV Å⁻¹. Number 8: largest force on an atom 6.89 eV Å⁻¹.